(1)
The following is a DFT calculation (ωB97M-V/def2-TZVPD) of C34H23ClN8O4Tl as an isolated structure at a distorted geometry.

XYZ file:
```
71
Properties=species:S:1:pos:R:3
Tl -1.09 -0.01 0.66
C -3.00 -0.70 1.79
C -4.26 -0.18 1.30
C -4.72 -1.06 0.37
C -3.79 -2.13 0.17
C -2.77 -1.96 1.06
H -2.51 -0.43 2.71
H -4.77 0.69 1.66
H -5.66 -0.96 -0.15
H -3.89 -2.92 -0.55
H -1.95 -2.64 1.24
C 0.16 3.02 -2.40
C -0.51 2.60 -1.27
N 0.06 1.76 -0.41
C 1.31 1.36 -0.66
C 1.94 1.75 -1.83
N 1.37 2.57 -2.71
C 2.00 0.59 0.42
C 3.37 0.60 0.52
C 3.98 0.01 1.62
C 3.15 -0.55 2.58
C 1.77 -0.53 2.42
N 1.21 0.02 1.34
C 0.90 -1.08 3.48
C 1.33 -2.13 4.28
N 0.65 -2.53 5.35
C -0.47 -1.87 5.61
C -0.94 -0.87 4.76
N -0.27 -0.48 3.69
C 5.45 0.01 1.78
C 6.05 0.25 3.01
C 7.43 0.26 3.08
N 8.23 0.04 2.05
C 7.65 -0.19 0.88
C 6.28 -0.21 0.68
H -0.30 3.71 -3.09
H -1.52 2.94 -1.05
H 2.93 1.39 -2.07
H 3.98 1.13 -0.21
H 3.58 -0.99 3.47
H 2.23 -2.69 4.04
H -1.02 -2.14 6.50
H -1.88 -0.38 4.97
H 5.46 0.45 3.89
H 7.92 0.45 4.03
H 8.32 -0.38 0.04
H 5.87 -0.44 -0.29
O -0.74 -4.03 -4.02
C -1.60 -3.10 -4.41
O -2.23 -3.20 -5.43
C -1.76 -1.89 -3.54
C -2.60 -0.83 -3.85
Cl -3.62 -0.58 -5.17
N -2.51 0.08 -2.85
N -1.69 -0.36 -1.88
C -1.22 -1.53 -2.29
C -0.24 -2.23 -1.40
O 0.27 -3.27 -1.77
O 0.01 -1.67 -0.27
C -3.12 1.37 -2.75
C -3.74 1.73 -1.58
C -4.27 3.01 -1.45
C -4.17 3.91 -2.50
C -3.55 3.53 -3.68
C -3.01 2.26 -3.81
H -0.30 -3.79 -3.16
H -3.82 1.03 -0.77
H -4.76 3.30 -0.53
H -4.59 4.90 -2.41
H -3.47 4.22 -4.51
H -2.50 1.97 -4.72
```

## Properties
Kohn-Sham gap (Eh): 0.2675
F_max (eV Å⁻¹): 1.32
Calculated total energy (eV): -72951.24536
Multiplicity: 1
Relative energy (zero: lowest compared OMol25 entry of this formula, charge and spin) (kcal/mol): 0.0
Total charge: +1
Molar mass (g mol⁻¹): 847.4

(2)
The following is a DFT calculation (ωB97M-V/def2-TZVPD) of one molecule with the formula C14H17N3O4 at a distorted geometry.

XYZ file:
```
38
Properties=species:S:1:pos:R:3
N -0.94 -2.09 -0.21
C -2.26 -1.37 -0.62
C -3.68 -1.98 -0.12
O -3.59 -3.12 -0.93
C -2.27 0.06 -0.09
O -3.20 0.54 0.58
N -1.22 0.79 -0.39
C -0.67 1.98 0.22
C 0.57 2.47 -0.32
C 1.79 1.59 -0.40
C 2.76 1.77 -1.31
N 3.64 0.66 -1.24
C 3.21 -0.12 -0.24
C 3.82 -1.35 0.06
C 3.08 -2.14 0.99
C 1.99 -1.57 1.64
C 1.64 -0.28 1.39
C 2.03 0.38 0.29
C -1.55 3.17 0.40
O -1.13 4.27 0.14
O -2.85 3.04 0.74
H -0.97 -3.03 -0.76
H -1.06 -2.24 0.83
H -2.33 -1.49 -1.79
H -3.51 -2.29 0.95
H -4.33 -1.22 -0.38
H -4.18 -2.80 -1.59
H -0.42 0.28 -0.74
H -0.33 1.86 1.28
H 0.35 2.97 -1.27
H 0.76 3.29 0.39
H 2.81 2.40 -2.25
H 4.36 0.35 -1.85
H 4.66 -1.81 -0.42
H 3.75 -2.96 1.46
H 1.62 -2.19 2.50
H 0.82 0.11 2.05
H -3.17 2.08 0.99
```

## Properties
Kohn-Sham gap (Eh): 0.3190
F_max (eV Å⁻¹): 6.94
Calculated total energy (eV): -27451.61223
Multiplicity: 1
Relative energy (zero: lowest compared OMol25 entry of this formula, charge and spin) (kcal/mol): 108.5
SMILES: N[C@@H](CO)C(=O)N[C@@H](Cc1c[nH]c2ccccc12)C(=O)O
Molar mass (g mol⁻¹): 291.3

(3)
The following is a DFT calculation (ωB97M-V/def2-TZVPD) of C15H21N2O4Pd as an isolated structure at a distorted geometry.

XYZ file:
```
43
Properties=species:S:1:pos:R:3
Pd -0.30 0.28 0.42
C 0.13 2.76 -1.55
O 0.12 2.67 -0.13
C -0.72 3.60 0.51
C -2.19 3.24 0.37
O -2.31 1.86 0.66
C -3.60 1.34 0.39
C -3.48 -0.17 0.44
O -2.42 -0.64 -0.38
C -2.74 -0.70 -1.77
H 0.41 3.76 -1.87
H -0.85 2.51 -1.98
H 0.87 2.04 -1.90
H -0.56 4.61 0.11
H -0.43 3.59 1.56
H -2.55 3.43 -0.64
H -2.78 3.84 1.07
H -3.94 1.68 -0.59
H -4.32 1.68 1.14
H -4.42 -0.64 0.15
H -3.22 -0.47 1.46
H -3.56 -1.40 -1.93
H -1.85 -1.06 -2.28
H -3.02 0.28 -2.16
O 1.80 0.48 0.41
C 2.78 -0.30 0.42
C 4.09 0.29 0.38
C 5.22 -0.48 0.36
C 5.11 -1.88 0.40
C 3.87 -2.48 0.47
C 2.69 -1.74 0.47
C 1.40 -2.42 0.52
N 0.21 -1.88 0.74
C -0.70 -2.90 0.72
C -0.05 -4.08 0.51
N 1.27 -3.76 0.38
H 4.14 1.37 0.37
H 6.19 -0.01 0.32
H 6.00 -2.49 0.40
H 3.82 -3.56 0.54
H -1.75 -2.73 0.88
H -0.42 -5.09 0.43
H 2.00 -4.42 0.19
```

## Properties
Kohn-Sham gap (spin up / spin down) (Eh): 0.1895 / 0.1868
F_max (eV Å⁻¹): 4.71
Calculated total energy (eV): -30537.35027
Multiplicity: 1
Total charge: +1
Molar mass (g mol⁻¹): 399.8

(4)
The following is a DFT calculation (ωB97M-V/def2-TZVPD) of an isolated ion of composition C4H6NS and charge +1 at a distorted geometry.

XYZ file:
```
12
Properties=species:S:1:pos:R:3
C 0.15 0.14 -1.29
C 1.25 -0.23 -0.24
C -1.25 0.91 0.40
C 0.37 -0.96 0.68
N -0.92 0.50 -0.83
S -0.96 -0.62 1.47
H 0.21 -0.38 -2.30
H 2.02 -0.94 -0.46
H 1.43 0.61 0.45
H -0.64 1.81 0.80
H -2.28 1.15 0.36
H 0.61 -1.99 0.97
```

## Properties
Kohn-Sham gap (Eh): 0.3067
F_max (eV Å⁻¹): 4.37
Calculated total energy (eV): -16560.37430
Multiplicity: 1
Relative energy (zero: lowest compared OMol25 entry of this formula, charge and spin) (kcal/mol): 50.7
Total charge: +1
Molar mass (g mol⁻¹): 100.2

(5)
The following is a DFT calculation (ωB97M-V/def2-TZVPD) of one molecule with the formula C24H34N6O3 at a distorted geometry.

XYZ file:
```
67
Properties=species:S:1:pos:R:3
C -1.21 -0.88 -5.90
C -0.29 -0.47 -4.76
C 0.92 -1.41 -4.71
C -1.08 -0.50 -3.45
C -0.30 -0.10 -2.19
C 0.28 1.32 -2.33
N 0.74 1.88 -1.07
C 0.37 3.24 -0.75
N 1.49 1.12 -0.34
O 1.93 1.57 0.72
N -1.22 -0.22 -1.04
C -1.18 -1.46 -0.29
C -0.12 -1.43 0.84
C 0.72 -2.72 0.88
C 1.55 -2.87 -0.37
C 2.62 -2.01 -0.61
C 3.39 -2.15 -1.75
C 3.11 -3.15 -2.66
C 2.05 -4.01 -2.43
C 1.27 -3.87 -1.29
N -0.74 -1.21 2.14
C -0.41 -0.03 2.90
C -1.20 1.20 2.43
C -0.90 2.38 3.32
C 0.34 3.00 3.26
C 0.62 4.07 4.09
C -0.33 4.54 4.98
C -1.56 3.92 5.05
C -1.85 2.84 4.22
N -1.62 -1.99 2.68
O -1.98 -2.99 2.05
N -2.15 0.60 -0.69
O -2.28 1.65 -1.33
H -0.69 -0.83 -6.85
H -2.08 -0.22 -5.95
H -1.57 -1.90 -5.76
H 0.06 0.55 -4.95
H 0.61 -2.42 -4.45
H 1.65 -1.08 -3.97
H 1.41 -1.43 -5.68
H -1.94 0.17 -3.54
H -1.47 -1.51 -3.30
H 0.52 -0.79 -1.99
H 1.12 1.27 -3.03
H -0.48 2.00 -2.72
H 0.80 3.93 -1.48
H -0.71 3.33 -0.74
H 0.77 3.46 0.25
H -2.17 -1.61 0.14
H -0.97 -2.28 -0.97
H 0.56 -0.58 0.66
H 1.37 -2.67 1.75
H 0.05 -3.57 0.99
H 2.85 -1.23 0.10
H 4.22 -1.48 -1.92
H 3.72 -3.27 -3.54
H 1.83 -4.80 -3.13
H 0.45 -4.55 -1.11
H 0.66 0.17 2.83
H -0.66 -0.24 3.95
H -0.92 1.44 1.40
H -2.26 0.97 2.45
H 1.09 2.64 2.57
H 1.59 4.55 4.03
H -0.10 5.37 5.63
H -2.31 4.27 5.75
H -2.81 2.36 4.28
```

## Properties
Kohn-Sham gap (Eh): 0.3489
F_max (eV Å⁻¹): 1.17
Calculated total energy (eV): -40517.73921
Multiplicity: 1
Relative energy (zero: lowest compared OMol25 entry of this formula, charge and spin) (kcal/mol): 188.9
SMILES: CC(C)C[C@@H](CN(C)N=O)N(C[C@H](Cc1ccccc1)N(CCc1ccccc1)N=O)N=O
Molar mass (g mol⁻¹): 454.6

(6)
The following is a DFT calculation (ωB97M-V/def2-TZVPD) of one molecule with the formula C3H5F2OP at a distorted geometry.

XYZ file:
```
12
Properties=species:S:1:pos:R:3
C 1.05 -1.05 -1.13
C 0.40 -0.64 0.14
O 0.46 -1.21 1.20
C -0.50 0.62 0.08
F -1.21 0.52 -1.23
F 0.22 1.74 -0.07
P -1.62 0.65 1.56
H 2.10 -1.29 -0.96
H 0.95 -0.29 -1.90
H 0.56 -1.97 -1.48
H -1.88 2.02 1.41
H -0.52 0.90 2.39
```

## Properties
Kohn-Sham gap (Eh): 0.3932
F_max (eV Å⁻¹): 2.72
Calculated total energy (eV): -19962.23768
Multiplicity: 1
Relative energy (zero: lowest compared OMol25 entry of this formula, charge and spin) (kcal/mol): 0.0
SMILES: CC(=O)C(F)(F)P
Molar mass (g mol⁻¹): 126.0

(7)
The following is a DFT calculation (ωB97M-V/def2-TZVPD) of a 2-piece molecular cluster, C3H13N4 overall at a distorted geometry.

XYZ file:
```
20
Properties=species:S:1:pos:R:3
N 0.92 -2.68 -0.83
C 1.14 -1.32 -0.80
N 0.56 -0.59 -1.80
N 1.76 -0.73 0.19
H 1.09 -3.11 0.09
H 0.07 -2.95 -1.31
H -0.46 -0.63 -2.01
H 0.95 0.33 -1.94
H 2.29 -1.46 0.73
C -2.37 2.25 1.01
C -1.44 1.13 1.24
N -0.06 1.44 0.73
H -3.24 2.11 1.67
H -1.88 3.19 1.32
H -2.73 2.38 -0.05
H -1.41 0.83 2.31
H -1.74 0.21 0.73
H -0.10 1.81 -0.26
H 0.62 0.61 0.68
H 0.35 2.09 1.37
```

## Properties
Kohn-Sham gap (Eh): 0.3639
F_max (eV Å⁻¹): 2.20
Calculated total energy (eV): -9276.40397
Multiplicity: 1
Relative energy (zero: lowest compared OMol25 entry of this formula, charge and spin) (kcal/mol): 26.3
Total charge: +1
Molar mass (g mol⁻¹): 105.2

(8)
The following is a DFT calculation (ωB97M-V/def2-TZVPD) of one molecule with the formula C5H2O.

XYZ file:
```
8
Properties=species:S:1:pos:R:3
O -1.10 -1.46 1.55
C -0.74 -0.47 0.96
C 0.58 -0.36 0.30
C 0.70 0.60 -0.62
C -0.08 0.76 -2.02
C 0.73 1.65 -1.46
H -1.41 0.41 0.81
H 1.33 -1.13 0.48
```

## Properties
Kohn-Sham gap (Eh): 0.3165
F_max (eV Å⁻¹): 0.60
Calculated total energy (eV): -7257.92466
Multiplicity: 1
Relative energy (zero: lowest compared OMol25 entry of this formula, charge and spin) (kcal/mol): 59.6
SMILES: O=CC=C1C#C1
Molar mass (g mol⁻¹): 78.1